[1]
Molecular formula: C24H45BCl10N4O2P
Method: DFT, ωB97M-V/def2-TZVPD

As for the spin multiplicity: 1. Its gap between HOMO and LUMO is 7.5 eV. As for the charge: +1. As for the total energy: -6278.860609 Ha.

Positions of all 87 atoms, in Å:
Cl -0.93018 1.23122 -0.34550
Cl 1.86137 -0.74545 3.55930
Cl 0.22055 4.19741 4.24011
Cl 2.05087 0.67086 6.65767
Cl -4.33375 -0.59672 5.20906
Cl -2.71678 2.75334 3.32360
Cl -1.03119 5.53662 7.47623
Cl 0.19653 4.42670 -0.69336
Cl -0.98341 -1.11465 5.18940
Cl -1.19114 8.86323 8.18154
P 1.08228 -4.52633 -6.28472
O 2.31781 -3.99511 -6.90346
O 2.59948 -4.60991 -3.73661
N -0.87705 -2.80110 -5.64649
N 3.56885 -2.37928 -3.33329
N -1.42220 -1.83576 -4.93620
N -1.55740 -0.19205 -3.26713
C 3.22429 0.19240 4.23171
C 3.39200 -0.02575 5.71422
C 0.46803 -1.53577 -0.98058
C -3.77990 -2.12370 -4.41243
C -1.46255 1.15784 -3.89223
C -3.82411 -3.44596 -4.31419
C -0.67490 2.93491 5.13321
C -3.48957 -2.11471 5.60984
C -0.88249 -1.20028 -3.90982
C -1.50160 3.90675 -0.55977
C 0.12483 -2.82488 -0.93811
C -0.40643 6.87490 6.47541
C 1.02060 -2.65477 -4.16287
C 0.11323 8.01543 7.31313
C -1.66157 2.71508 0.34816
C -0.16962 1.44561 -4.66631
C -2.79480 -1.43743 -5.35122
C -1.36969 1.97646 4.20612
C 1.07777 -0.97624 -2.30022
C -2.17020 -1.86135 6.29185
C 0.30148 -3.18847 -5.26631
C 0.41732 -1.62358 -3.48231
C 4.17784 -2.82372 -2.07153
C 4.56426 -2.45067 -4.45348
B 2.45876 -3.21828 -3.73817
H 3.05773 1.24167 3.99790
H -3.39983 -4.09411 -5.08144
H -0.19738 2.48834 -4.99900
H 3.64270 -2.44584 -1.18943
H -4.14384 -2.67990 6.27201
H 0.87771 0.09938 -2.26116
H -4.26253 -3.95203 -3.46018
H 5.59208 -2.43593 -4.09088
H 0.30137 -0.89854 -0.12265
H 0.05268 2.39668 5.73774
H 4.30437 0.46176 6.05422
H 0.16898 -4.89042 -7.30222
H -0.66613 -3.11632 -0.25092
H 0.83792 7.67180 8.04765
H 4.42442 -1.56258 -5.07780
H -2.33406 1.34995 -4.52754
H -1.52462 1.87663 -3.07264
H 4.43886 -3.33593 -5.09103
H 3.45712 -1.08399 5.95607
H 2.00347 -4.98112 -3.07107
H 1.38092 -5.61775 -5.44349
H -1.86943 3.70009 -1.56301
H 0.67920 1.37804 -3.98293
H -0.68111 1.56080 3.47081
H 5.19431 -2.43254 -1.98116
H -2.28417 -1.20861 7.15425
H -1.20414 7.19854 5.81098
H -3.36050 -2.68173 4.69089
H -2.90770 -0.35969 -5.37791
H 0.59629 8.75009 6.67053
H -0.04265 0.84369 -5.57029
H -2.06391 4.74761 -0.15701
H -2.98202 -1.81168 -6.35932
H -1.74114 -2.80294 6.63109
H -1.33034 -0.15890 -2.28058
H 4.25344 -3.91453 -1.95320
H 4.12196 -0.13567 3.70979
H -1.20437 2.88552 1.31446
H 2.16410 -1.08367 -2.34403
H 0.39819 6.46641 5.86808
H -1.37489 3.42768 5.80126
H -1.79606 1.15439 4.77445
H 0.58870 -3.55811 -1.58940
H -4.45671 -1.55751 -3.77783
H -2.71655 2.50412 0.50165

[2]
Molecular formula: C3H9N3S
Method: DFT, ωB97M-V/def2-TZVPD

As for the spin multiplicity: 1. Its gap between HOMO and LUMO is 9.5 eV. As for the total energy: -682.100797 Ha. As for the structure (SMILES): C/N=C(/NN)SC.

Positions of all 16 atoms, in Å:
S 1.12797 -0.09239 1.14854
N 0.19645 -0.15254 -1.35344
N -1.28864 0.74626 0.22926
N -0.69994 0.28981 -2.33959
C 2.09872 -1.30770 0.38380
C -0.14393 0.24108 -0.04380
C -1.63855 1.09475 1.59447
H -1.51313 0.87948 -1.87925
H 2.72773 -0.88546 -0.40811
H 2.84664 -1.66346 1.13885
H 1.50791 -2.20104 0.05517
H 1.09754 0.15876 -1.58558
H -1.47715 0.23766 2.25019
H -1.00305 1.95075 1.97774
H -1.13915 -0.63733 -2.75300
H -2.69941 1.34136 1.58474

[3]
Molecular formula: C4H14NO2S
Method: DFT, ωB97M-V/def2-TZVPD

As for the spin multiplicity: 2. Its expectation value of S² is 0.75. Its gap between HOMO and LUMO (spin up / spin down) is 1.9 / 6.1 eV. As for the charge: -2. As for the total energy: -764.097490 Ha.

Positions of all 22 atoms, in Å:
S -2.26827 1.71126 -0.31368
O -3.00838 -1.02707 1.84245
O 0.66287 1.22248 3.57689
N 0.65682 -1.00325 -0.08670
C 0.27833 0.41594 -0.27564
C 1.00157 -1.79118 -1.24647
C 1.47433 1.05425 -1.03546
C -1.02898 0.57142 -1.07457
H -0.10526 -1.45261 0.39682
H -0.20162 1.06356 3.18404
H 2.03173 -1.55688 -1.54841
H 2.27761 0.80981 -0.32276
H 1.05573 -2.87364 -1.09122
H 0.12266 0.87969 0.69161
H -3.38550 -0.35989 1.25127
H 1.72193 0.57142 -1.97348
H 0.40983 -1.67154 -2.16927
H 1.23611 1.62556 2.91307
H 1.39775 2.14148 -1.06903
H -2.05821 -0.90181 1.84073
H -1.40864 -0.40102 -1.41011
H -0.86241 0.97201 -2.08007

[4]
Molecular formula: CHO2Sc
Method: DFT, ωB97M-V/def2-TZVPD

As for the spin multiplicity: 2. Its expectation value of S² is 0.76. Its gap between HOMO and LUMO (spin up / spin down) is 6.4 / 7.2 eV. As for the charge: +3. As for the total energy: -948.238315 Ha.

Positions of all 5 atoms, in Å:
Sc 2.44407 0.42652 0.00168
O -1.60952 -0.12118 -0.04968
O 0.40628 0.00762 0.06496
C -0.69616 0.70040 0.08038
H -0.54467 -1.01336 -0.09733

[5]
Molecular formula: C6H12O
Method: DFT, ωB97M-V/def2-TZVPD

As for the spin multiplicity: 1. Its gap between HOMO and LUMO is 10.8 eV. As for the total energy: -311.014119 Ha. As for the structure (SMILES): C[C@@H]1OCC[C@@H]1C.

Positions of all 19 atoms, in Å:
O 0.69871 1.76343 -0.28991
C 0.81860 0.40355 -0.67443
C -0.95415 -1.65136 -0.79645
C 1.87311 -0.28826 0.23938
C -1.05982 0.45888 0.70132
C -0.20035 1.73974 0.82810
C -0.68511 -0.13950 -0.62736
H -2.00255 -1.91684 -0.57949
H -0.79861 2.65155 0.77164
H -2.11772 0.68037 0.79728
H -0.77138 -0.29221 1.44071
H -0.76634 -2.03260 -1.81358
H 2.88075 0.16125 0.36771
H -1.23630 0.36092 -1.45436
H 0.81197 0.23585 -1.72694
H -0.33437 -2.22932 -0.10566
H 0.34473 1.73516 1.78736
H 1.46519 -0.33967 1.26032
H 2.03365 -1.30095 -0.12564

[6]
Molecular formula: C12H28O4Si
Method: DFT, ωB97M-V/def2-TZVPD

As for the spin multiplicity: 1. Its gap between HOMO and LUMO is 11.2 eV. As for the total energy: -1064.623813 Ha.

Positions of all 45 atoms, in Å:
Si -0.17791 0.34364 -0.17416
O 0.61738 -1.07910 -0.45072
O -1.81652 0.19929 -0.34953
O 0.47816 1.51227 -1.11311
O -0.01123 0.92168 1.34688
C 2.01747 -0.92475 -0.39267
C 2.75389 -1.18141 -1.70469
C -0.37413 -1.19941 2.46427
C -2.28011 -0.17076 -1.60637
C -1.18623 -1.97353 3.47536
C -0.24359 2.70899 -1.14902
C -2.92576 -2.54345 -0.87775
C 0.45185 3.85647 -0.39624
C -0.79678 0.24598 2.26661
C 0.64234 3.61432 1.08517
C 4.29057 -0.95824 -1.65404
C -2.10905 -1.70034 -1.84828
H -1.04031 -1.90622 -1.70141
H 1.21817 4.42795 1.53246
H -2.23289 -2.17767 3.10301
H -1.83454 0.35441 1.93610
H 1.14389 2.64110 1.22979
H -2.84332 -2.15441 0.13517
H 1.43276 3.97107 -0.88245
H 0.66807 -1.25034 2.79616
H 2.31775 -0.44691 -2.41711
H -0.07023 4.80617 -0.56627
H 2.41479 -1.54168 0.39396
H 4.51000 -0.01778 -1.13356
H -2.66749 -3.60824 -0.92390
H 2.15400 0.10850 -0.06940
H -2.34171 -1.85584 -2.89314
H -0.77719 0.75515 3.21855
H -0.33246 3.47214 1.54775
H -1.72643 0.45131 -2.33593
H -0.35188 -1.75478 1.50531
H 4.72608 -0.87614 -2.64399
H -0.43028 2.91719 -2.18221
H -0.78347 -2.92757 3.71517
H -1.21319 2.50822 -0.70742
H 2.51670 -2.20121 -2.07848
H -3.33421 0.17765 -1.67492
H 4.85185 -1.71760 -1.10396
H -1.31913 -1.37897 4.39702
H -3.98570 -2.44716 -1.11802

What did the third record say?
Molecular formula: C4H14NO2S
Method: DFT, ωB97M-V/def2-TZVPD

As for the spin multiplicity: 2. Its expectation value of S² is 0.75. Its gap between HOMO and LUMO (spin up / spin down) is 1.9 / 6.1 eV. As for the charge: -2. As for the total energy: -764.097490 Ha.

Positions of all 22 atoms, in Å:
S -2.26827 1.71126 -0.31368
O -3.00838 -1.02707 1.84245
O 0.66287 1.22248 3.57689
N 0.65682 -1.00325 -0.08670
C 0.27833 0.41594 -0.27564
C 1.00157 -1.79118 -1.24647
C 1.47433 1.05425 -1.03546
C -1.02898 0.57142 -1.07457
H -0.10526 -1.45261 0.39682
H -0.20162 1.06356 3.18404
H 2.03173 -1.55688 -1.54841
H 2.27761 0.80981 -0.32276
H 1.05573 -2.87364 -1.09122
H 0.12266 0.87969 0.69161
H -3.38550 -0.35989 1.25127
H 1.72193 0.57142 -1.97348
H 0.40983 -1.67154 -2.16927
H 1.23611 1.62556 2.91307
H 1.39775 2.14148 -1.06903
H -2.05821 -0.90181 1.84073
H -1.40864 -0.40102 -1.41011
H -0.86241 0.97201 -2.08007

Copy entry 2 word for word.
Molecular formula: C3H9N3S
Method: DFT, ωB97M-V/def2-TZVPD

As for the spin multiplicity: 1. Its gap between HOMO and LUMO is 9.5 eV. As for the total energy: -682.100797 Ha. As for the structure (SMILES): C/N=C(/NN)SC.

Positions of all 16 atoms, in Å:
S 1.12797 -0.09239 1.14854
N 0.19645 -0.15254 -1.35344
N -1.28864 0.74626 0.22926
N -0.69994 0.28981 -2.33959
C 2.09872 -1.30770 0.38380
C -0.14393 0.24108 -0.04380
C -1.63855 1.09475 1.59447
H -1.51313 0.87948 -1.87925
H 2.72773 -0.88546 -0.40811
H 2.84664 -1.66346 1.13885
H 1.50791 -2.20104 0.05517
H 1.09754 0.15876 -1.58558
H -1.47715 0.23766 2.25019
H -1.00305 1.95075 1.97774
H -1.13915 -0.63733 -2.75300
H -2.69941 1.34136 1.58474